Density functional theory data (the ωB97M-V functional and the def2-TZVPD basis) for a structure of composition C20H22BN7O3RuS2.

```
56
C20H22BN7O3RuS2, DFT the ωB97M-V functional and the def2-TZVPD basis
Ru -0.5942 0.1018 0.1665
O 3.3703 -0.6768 1.6873
C 2.2020 -0.4740 1.4648
N 1.5882 -0.2138 0.2506
C 2.3726 0.0845 -0.8522
O 3.5722 0.1958 -0.9054
C 1.5695 0.3426 -2.1038
C 2.1856 0.2409 -3.3386
C 1.4372 0.4828 -4.4764
C 0.1007 0.8349 -4.3382
C -0.4351 0.9198 -3.0700
N 0.2853 0.6802 -1.9666
C 1.2352 -0.5196 2.6244
C 1.7105 -0.3770 3.9163
C 0.8089 -0.4454 4.9634
C -0.5309 -0.6860 4.6826
C -0.9203 -0.8205 3.3664
N -0.0530 -0.7299 2.3475
H 3.2336 -0.0229 -3.3716
H 1.8846 0.3949 -5.4581
H -0.5224 1.0370 -5.1989
H -1.4783 1.1703 -2.9256
H 2.7707 -0.2273 4.0654
H 1.1436 -0.3199 5.9854
H -1.2674 -0.7652 5.4705
H -1.9538 -1.0047 3.1066
C -2.1590 3.4495 -0.9689
N -2.9992 2.2571 -1.0744
C -3.8132 1.9524 -2.1367
C -4.4344 0.7869 -1.8277
N -4.0147 0.3912 -0.5901
B -4.6253 -0.8491 0.1571
N -3.5199 -1.8537 0.6873
C -3.7539 -2.6270 1.7941
C -2.6992 -3.4624 1.9629
N -1.8176 -3.1880 0.9504
C -0.5255 -3.8383 0.7414
C -2.3357 -2.2083 0.1672
S -1.5828 -1.6341 -1.2891
C -3.1260 1.2849 -0.1325
S -2.3629 1.2949 1.4233
H -2.3072 4.0435 -1.8662
H -1.1103 3.1810 -0.8771
H -2.4513 4.0319 -0.0986
H -3.8858 2.5859 -3.0050
H -5.1475 0.2095 -2.3904
H -5.2267 -0.4676 1.1307
H -5.3147 -1.4261 -0.6480
H -4.6527 -2.5173 2.3772
H -2.5021 -4.2104 2.7125
H -0.3024 -4.4419 1.6172
H 0.2512 -3.0906 0.6106
H -0.5594 -4.4725 -0.1417
O 0.5666 2.4417 0.8268
H 0.2150 2.8137 1.6438
H 1.5277 2.4334 0.9111
```

The value obtained for the HOMO energy (alpha / beta) is -0.406 / -0.434 Eh. The LUMO energy (alpha / beta) is -2.855 / -4.856 eV. As for the expectation value of S²: 8.770. As for the multiplicity: 6. As for the energy above the lowest of the compared OMol25 structures with the same formula, charge and spin: 48.9 kJ/mol. Its total charge is +1. As for the largest force on an atom: 0.64 eV Å⁻¹.

Atom charges from the Löwdin analysis, given in e for atoms 1 to 2: 1.211 0.128

***

Density functional theory data (the ωB97M-V functional and the def2-TZVPD basis) for the molecule C14H15NO4.

```
34
C14H15NO4, DFT the ωB97M-V functional and the def2-TZVPD basis
C 3.9412 3.5115 -3.0235
O 2.5503 3.7485 -3.0557
C 1.8579 3.2969 -1.9183
C 1.7378 1.7716 -1.9062
O 2.6567 1.0159 -1.7215
O 0.4877 1.3979 -2.1605
C 0.2075 0.0020 -2.2257
C -0.3685 -0.5320 -0.9457
C -0.0865 -0.0334 0.2760
C -0.6582 -0.5816 1.4652
C -0.3746 -0.0775 2.7399
C -0.9540 -0.6439 3.8491
C -1.8272 -1.7206 3.7094
C -2.1333 -2.2492 2.4711
C -3.0757 -3.4081 2.3327
C -1.5385 -1.6721 1.3356
N -1.7976 -2.1494 0.0783
C -1.2798 -1.6646 -1.0994
O -1.5910 -2.1713 -2.1629
H 4.1712 2.4453 -2.9523
H 4.3333 3.9090 -3.9572
H 4.4045 4.0336 -2.1776
H 2.3681 3.6202 -0.9980
H 0.8595 3.7346 -1.9724
H -0.5161 -0.1444 -3.0318
H 1.1306 -0.5404 -2.4695
H 0.5892 0.8043 0.3824
H 0.3038 0.7568 2.8340
H -0.7372 -0.2586 4.8335
H -2.2762 -2.1534 4.5913
H -2.5790 -4.2602 1.8682
H -3.9380 -3.1370 1.7229
H -3.4363 -3.7179 3.3097
H -2.4317 -2.9326 -0.0211
```

The value obtained for the HOMO energy is -0.314 Eh. The LUMO energy is 0.177 eV. As for the multiplicity: 1. As for the energy above the lowest of the compared OMol25 structures with the same formula, charge and spin: 28.8 kJ/mol. Its structure (SMILES) is COCC(=O)OCc1cc2cccc(C)c2[nH]c1=O. As for the largest force on an atom: 0.78 eV Å⁻¹.

Atom charges from the Löwdin analysis, given in e for atoms 1 to 2: -0.097 -0.160

***

Density functional theory data (the ωB97M-V functional and the def2-TZVPD basis) for a cluster of 2 separate species, C14H28N5O8S in total in a non-equilibrium geometry.

```
56
C14H28N5O8S, DFT the ωB97M-V functional and the def2-TZVPD basis
O -0.5864 -7.7154 -2.4860
O -1.1567 -1.0127 -0.0635
O 2.7267 4.6715 -1.1467
O -4.7837 -5.0401 -0.3564
O 3.3330 0.0803 1.6487
O 3.4052 1.3321 -0.5017
O 0.9215 -1.4799 -0.5637
O 4.6002 4.1536 0.0199
C -1.3086 -7.1881 -1.6560
C -0.2601 -1.8321 -0.3496
C 3.2544 4.2295 -0.1387
C -3.9006 -5.2963 -1.1692
N -4.1857 -5.7866 -2.3839
N 2.0347 9.1617 1.1204
N -1.5015 -5.8718 -1.6679
N 1.1235 0.9745 0.6971
N 2.8083 2.5030 1.6740
C -2.0033 -8.0417 -0.6138
C -5.5365 -6.0531 -2.8717
C -0.6001 -3.3317 -0.3900
C 0.9493 8.3066 1.6158
C 2.3680 3.7799 1.0501
C 1.1852 6.8299 1.2651
C 2.4373 4.7816 2.2273
C 2.4718 6.2912 1.9081
C -2.0457 -3.6116 -0.8461
C -2.4146 -5.1052 -0.7972
S 2.7407 1.0872 0.7741
H 4.9531 4.3578 -0.8596
H -3.4040 -5.9823 -2.9917
H 1.8704 10.1390 1.3582
H 2.9384 8.8471 1.4709
H -0.9368 -5.3509 -2.3221
H 0.9363 0.2369 -0.0013
H 0.8322 0.6168 1.5892
H 3.7835 2.5611 1.9313
H -1.7180 -7.7014 0.3794
H -3.0813 -7.9701 -0.7370
H -1.6919 -9.0765 -0.7427
H -6.0595 -5.1089 -3.0346
H -5.4951 -6.6128 -3.8064
H -6.0870 -6.6315 -2.1271
H -0.4590 -3.7546 0.6079
H 0.0920 -3.8343 -1.0698
H 0.8616 8.4155 2.7020
H 0.0035 8.6349 1.1725
H 1.3361 3.6989 0.6864
H 1.2316 6.7058 0.1781
H 0.3275 6.2550 1.6275
H 1.5914 4.5764 2.8913
H 3.3488 4.5717 2.7969
H 2.6306 6.8110 2.8584
H 3.3278 6.5284 1.2681
H -2.1740 -3.2452 -1.8662
H -2.7356 -3.0737 -0.1948
H -2.2988 -5.4303 0.2366
```

The value obtained for the HOMO energy is -0.190 Eh. The LUMO energy is 2.465 eV. As for the multiplicity: 1. Its total charge is -1. As for the largest force on an atom: 1.96 eV Å⁻¹.

Atom charges from the Löwdin analysis, given in e for atoms 1 to 2: 0.024 -0.053

***

Density functional theory data (the ωB97M-V functional and the def2-TZVPD basis) for the molecule C7H5NO3S in a non-equilibrium geometry.

```
17
C7H5NO3S, DFT the ωB97M-V functional and the def2-TZVPD basis
C -2.4036 -0.6322 0.2086
C -1.4525 -1.4065 0.7542
C 2.0376 -0.0056 -0.1175
C 0.3158 -0.1289 0.0961
C 2.5728 -1.1875 -0.1768
C 2.6397 1.3357 -0.1309
C -1.9002 0.3992 -0.7511
N -0.1544 -1.2152 0.5170
O 3.1731 -2.1474 -0.2446
O 3.8133 1.5843 -0.3189
O -0.7087 2.0220 1.3076
S -0.4905 1.5345 -0.0822
H -3.3384 -0.9352 0.4932
H -1.7895 -2.1642 1.3526
H 1.7794 2.0087 -0.0307
H -1.3033 -0.0203 -1.6144
H -2.7904 0.9586 -1.2622
```

The value obtained for the HOMO energy is -0.343 Eh. The LUMO energy is -0.667 eV. As for the multiplicity: 1. As for the energy above the lowest of the compared OMol25 structures with the same formula, charge and spin: 473.1 kJ/mol. As for the largest force on an atom: 5.04 eV Å⁻¹.

Atom charges from the Löwdin analysis, given in e for atoms 1 to 2: -0.084 -0.163